{
  "formula": "C48H76N4O8",
  "method": "ωB97M-V/def2-TZVPD",
  "orbital_gap_ha": 0.3300,
  "lumo_energy_ev": -0.792,
  "smiles": "O=[N+]([O-])c1ccccc1.O=[N+]([O-])c1ccccc1.O=[N+]([O-])c1ccccc1.O=[N+]([O-])c1ccccc1.CCCCCC.CCCCCC.CCCCCC.CCCCCC",
  "charge": 0,
  "homo_energy_ev": -9.77,
  "symbols": ["O", "N", "O", "C", "C", "C", "C", "C", "C", "H", "H", "H", "H", "H", "O", "N", "O", "C", "C", "C", "C", "C", "C", "H", "H", "H", "H", "H", "O", "N", "O", "C", "C", "C", "C", "C", "C", "H", "H", "H", "H", "H", "O", "N", "O", "C", "C", "C", "C", "C", "C", "H", "H", "H", "H", "H", "C", "C", "C", "C", "C", "C", "H", "H", "H", "H", "H", "H", "H", "H", "H", "H", "H", "H", "H", "H", "C", "C", "C", "C", "C", "C", "H", "H", "H", "H", "H", "H", "H", "H", "H", "H", "H", "H", "H", "H", "C", "C", "C", "C", "C", "C", "H", "H", "H", "H", "H", "H", "H", "H", "H", "H", "H", "H", "H", "H", "C", "C", "C", "C", "C", "C", "H", "H", "H", "H", "H", "H", "H", "H", "H", "H", "H", "H", "H", "H"],
  "positions_angstrom": [[32.337, -18.299, -26.705], [33.258, -18.698, -27.383], [33.145, -19.308, -28.433], [34.619, -18.468, -26.883], [34.793, -17.591, -25.826], [36.051, -17.445, -25.276], [37.112, -18.169, -25.803], [36.917, -19.057, -26.853], [35.656, -19.208, -27.409], [33.927, -17.057, -25.464], [36.240, -16.789, -24.438], [38.101, -18.077, -25.372], [37.738, -19.669, -27.200], [35.508, -19.863, -28.255], [29.844, -12.178, -33.125], [29.116, -11.227, -32.908], [28.758, -10.867, -31.801], [28.623, -10.468, -34.064], [28.919, -10.900, -35.329], [28.503, -10.144, -36.410], [27.893, -8.912, -36.211], [27.610, -8.482, -34.912], [27.975, -9.263, -33.837], [29.461, -11.813, -35.525], [28.722, -10.478, -37.416], [27.597, -8.254, -37.017], [27.126, -7.524, -34.784], [27.755, -8.955, -32.824], [31.568, -14.568, -24.724], [32.162, -14.293, -25.753], [33.356, -14.455, -25.897], [31.400, -13.744, -26.882], [30.023, -13.697, -26.814], [29.343, -13.156, -27.875], [30.037, -12.653, -28.980], [31.414, -12.705, -29.021], [32.113, -13.257, -27.962], [29.558, -14.079, -25.917], [28.267, -13.045, -27.833], [29.446, -12.111, -29.706], [31.982, -12.286, -29.840], [33.178, -13.390, -28.074], [29.403, -18.019, -19.995], [29.927, -17.710, -21.047], [29.488, -17.986, -22.147], [31.158, -16.916, -20.972], [31.794, -16.796, -19.752], [32.988, -16.089, -19.696], [33.516, -15.551, -20.858], [32.807, -15.595, -22.060], [31.650, -16.354, -22.133], [31.380, -17.301, -18.892], [33.544, -16.105, -18.767], [34.464, -15.025, -20.847], [33.163, -15.036, -22.911], [31.121, -16.521, -23.060], [23.408, -5.122, -27.917], [24.251, -6.383, -27.724], [25.468, -6.440, -28.647], [26.379, -7.593, -28.333], [27.529, -7.798, -29.317], [28.258, -9.135, -29.074], [22.710, -4.977, -27.094], [22.820, -5.209, -28.836], [24.033, -4.236, -28.025], [24.567, -6.432, -26.676], [23.664, -7.295, -27.881], [25.985, -5.477, -28.539], [25.123, -6.457, -29.687], [26.788, -7.502, -27.316], [25.800, -8.527, -28.275], [27.057, -7.854, -30.307], [28.243, -6.975, -29.266], [28.935, -9.012, -28.231], [27.458, -9.855, -28.908], [28.836, -9.406, -29.951], [29.963, -20.213, -27.368], [29.298, -19.196, -26.460], [28.603, -18.077, -27.250], [28.478, -16.788, -26.464], [27.713, -16.914, -25.150], [27.689, -15.632, -24.328], [30.422, -19.719, -28.225], [29.186, -20.863, -27.788], [30.698, -20.864, -26.898], [28.563, -19.687, -25.817], [29.982, -18.643, -25.812], [27.633, -18.391, -27.653], [29.215, -17.892, -28.142], [29.471, -16.385, -26.230], [27.992, -16.025, -27.092], [26.715, -17.343, -25.272], [28.268, -17.629, -24.534], [27.173, -15.755, -23.375], [28.708, -15.301, -24.095], [27.213, -14.797, -24.858], [25.634, -8.581, -24.209], [25.742, -10.076, -23.926], [26.190, -10.918, -25.110], [27.501, -10.497, -25.818], [28.720, -10.979, -25.071], [30.049, -10.495, -25.632], [24.921, -8.413, -25.021], [26.582, -8.180, -24.577], [25.332, -8.023, -23.327], [26.357, -10.271, -23.047], [24.727, -10.419, -23.690], [25.422, -11.033, -25.879], [26.389, -11.944, -24.773], [27.406, -10.878, -26.838], [27.551, -9.409, -25.925], [28.614, -10.670, -24.023], [28.752, -12.074, -25.040], [30.020, -10.659, -26.711], [30.214, -9.424, -25.480], [30.877, -11.015, -25.152], [25.561, -14.519, -28.795], [25.490, -14.248, -27.290], [24.054, -14.109, -26.799], [23.963, -13.731, -25.303], [22.795, -14.385, -24.569], [23.158, -15.767, -24.053], [25.033, -15.441, -29.051], [26.590, -14.688, -29.126], [25.155, -13.676, -29.354], [25.985, -15.080, -26.784], [26.065, -13.337, -27.086], [23.559, -15.070, -26.989], [23.503, -13.370, -27.386], [24.890, -13.967, -24.777], [23.834, -12.646, -25.285], [22.554, -13.780, -23.688], [21.909, -14.402, -25.206], [24.037, -15.735, -23.405], [22.362, -16.272, -23.504], [23.430, -16.455, -24.866]],
  "forces_ev_per_angstrom": [[-0.17, 0.21, -0.05], [0.20, -0.26, -0.38], [-0.07, 0.22, 0.21], [0.11, -0.03, 0.34], [-0.40, 0.01, -0.01], [0.32, 0.02, -0.12], [0.13, -0.29, 0.03], [-0.07, 0.04, 0.17], [0.38, -0.02, -0.30], [0.08, 0.07, 0.14], [-0.21, 0.11, -0.03], [-0.04, 0.05, 0.02], [0.02, 0.10, -0.14], [-0.19, -0.07, 0.11], [-0.15, 0.27, 0.11], [-0.04, -0.43, 0.01], [0.09, -0.07, -0.12], [0.18, 0.56, 0.29], [0.06, -0.50, -0.70], [0.09, 0.60, -0.33], [-0.32, 0.03, 0.52], [0.17, -0.05, -0.61], [-0.23, -0.01, 0.46], [-0.02, -0.07, 0.31], [-0.01, -0.05, 0.03], [0.11, -0.25, -0.22], [-0.02, -0.04, 0.22], [0.09, -0.02, 0.00], [-0.19, 0.10, -0.24], [-0.10, -0.22, 0.18], [0.19, 0.01, -0.04], [0.46, 0.13, -0.07], [0.35, -0.33, 0.58], [-0.15, 0.34, -0.45], [-0.83, 0.44, 0.55], [0.24, 0.13, 0.04], [0.05, -0.43, -0.53], [-0.23, 0.06, -0.10], [0.00, -0.14, -0.01], [0.24, -0.21, -0.40], [-0.17, -0.04, -0.15], [0.06, 0.14, 0.47], [-0.06, -0.15, 0.00], [-0.28, 0.08, 0.01], [0.06, -0.02, 0.07], [0.28, -0.10, -0.05], [0.02, 0.00, 0.05], [0.08, -0.84, -0.05], [-0.17, 0.68, -0.20], [0.19, -0.25, 0.43], [-0.09, 0.22, -0.18], [-0.01, 0.13, 0.04], [0.01, 0.28, -0.03], [-0.04, 0.00, 0.14], [0.04, -0.25, -0.18], [-0.02, 0.20, -0.03], [-0.18, -0.44, -0.42], [0.03, -0.02, 0.21], [-0.40, 0.78, 0.28], [0.52, -0.53, 0.38], [-0.31, -0.61, -0.04], [-0.39, 1.13, -0.26], [0.00, 0.07, 0.02], [0.01, 0.10, 0.05], [0.04, 0.03, 0.16], [0.21, 0.01, -0.09], [-0.18, 0.14, 0.00], [0.22, -0.15, -0.05], [0.05, -0.20, -0.02], [-0.05, 0.23, -0.05], [-0.07, 0.10, -0.22], [0.31, 0.30, -0.10], [-0.14, 0.17, -0.23], [-0.14, -0.43, 0.21], [0.43, -0.46, 0.19], [0.08, -0.17, 0.00], [-0.46, -0.19, -0.44], [-0.37, 0.58, 0.15], [0.21, -0.29, -0.53], [-0.60, 0.57, 0.00], [0.62, -0.34, 0.56], [-0.02, 0.49, -0.18], [0.25, -0.01, 0.12], [0.08, -0.03, 0.03], [0.03, 0.13, 0.19], [0.13, -0.01, 0.13], [0.35, -0.53, 0.06], [-0.06, -0.04, 0.21], [-0.01, 0.15, 0.07], [0.05, -0.18, -0.06], [0.10, -0.07, 0.03], [-0.06, 0.17, -0.21], [-0.18, -0.18, -0.02], [-0.05, -0.09, -0.02], [-0.01, -0.12, -0.01], [-0.04, -0.10, 0.00], [0.32, -0.15, -0.49], [-0.75, -0.01, -0.12], [0.99, -0.37, -0.43], [-0.91, 0.21, 0.12], [0.35, -0.09, 0.44], [-0.34, 0.29, -0.07], [-0.12, 0.07, 0.14], [0.01, 0.09, 0.24], [-0.07, 0.06, 0.01], [0.10, 0.04, -0.02], [0.16, -0.07, 0.30], [-0.25, 0.35, 0.18], [-0.26, 0.01, 0.12], [0.55, -0.13, -0.02], [-0.01, -0.02, -0.04], [0.08, 0.00, -0.03], [-0.22, 0.02, -0.05], [0.46, -0.14, -0.01], [-0.16, -0.01, 0.05], [0.12, -0.10, -0.24], [0.30, -0.15, 0.13], [0.01, 0.05, -0.70], [0.25, -0.45, 0.45], [-0.43, 0.22, -0.60], [0.23, 0.15, 0.59], [0.19, -0.77, -0.38], [-0.24, 0.15, -0.03], [0.00, 0.17, 0.05], [-0.09, -0.11, -0.13], [-0.07, 0.11, 0.25], [-0.05, -0.02, 0.22], [-0.04, 0.04, 0.12], [0.08, 0.02, -0.09], [0.05, 0.01, -0.06], [0.15, 0.00, 0.28], [-0.14, 0.08, -0.15], [-0.04, -0.06, 0.01], [-0.07, 0.16, 0.06], [-0.10, 0.22, 0.03], [-0.05, 0.16, -0.03]],
  "mulliken_charge": [-0.4655, 0.9575, -0.6043, -0.0295, 0.0302, -0.6715, -0.3954, -0.4641, -0.4277, 0.4155, 0.4228, 0.3769, 0.3705, 0.4574, -0.6091, 0.9095, -0.5378, -0.1046, -0.2809, -0.4821, -0.4388, -0.5213, -0.1372, 0.4456, 0.3655, 0.3709, 0.3769, 0.5712, -0.5108, 1.2115, -0.6842, -0.8442, 0.4069, -0.0961, -1.0948, -0.5310, -0.6769, 0.2827, 0.8161, 0.6961, 0.4756, 0.5267, -0.6093, 1.0278, -0.5810, -0.1146, -0.4685, -0.4873, -0.6380, -0.4417, 0.1107, 0.4366, 0.3557, 0.4057, 0.4589, 0.4902, -1.3819, -0.0095, -0.8618, -0.2076, -0.5128, -0.6759, 0.3868, 0.3117, 0.3351, 0.1131, 0.3139, 0.3624, 0.3785, 0.0004, 0.2871, 0.0686, 0.3428, 0.1815, 0.1610, 0.4598, -1.5922, 0.2294, -1.3999, 1.3495, -0.6148, -0.4575, 0.2823, 0.4305, 0.3578, 0.3363, 0.0518, 0.3638, 0.3882, -0.2916, -0.2715, 0.2719, 0.5652, 0.5585, 0.0395, -0.5020, -1.0938, -0.8472, -0.3349, 1.3311, 0.0237, -1.2978, 0.1908, 0.2282, 0.4655, 0.3558, 0.3737, 0.5511, -0.3388, -0.6005, -0.0654, 0.5619, -0.3812, 0.0220, 0.4698, 0.3266, -1.6706, 1.7964, -1.0326, 0.2875, -0.8023, -1.1632, 0.3987, 0.3451, 0.3979, -0.4564, -0.5077, 0.4535, 0.3469, -0.0651, 0.0993, 0.3624, 0.3485, 0.2694, 0.4168, 0.2628]
}